Arrangement P

The following is a DFT calculation (the ωB97M-V functional and the def2-TZVPD basis) of a cluster of 2 separate species, C4H11NS in total.

As for the structure (SMILES): C=CN.CCS. The frontier orbital gap comes out at 9.455 eV. The highest occupied orbital energy comes out at -0.315 Eh. The lowest unoccupied orbital energy comes out at 0.0321 hartree.

ORCA input file:
```
! RIJCOSX wB97M-V def2-TZVPD def2/J DEFGRID3
* xyz 0 1
S -4.01248 -2.11226 -1.56678
N 3.21621 1.85730 1.42643
C 2.80102 -0.06027 0.11428
C 3.58692 0.57441 0.96370
C -1.90890 -0.43999 -0.51863
C -3.40658 -0.48112 -0.63739
H -1.73766 0.64641 -0.05634
H 1.99767 0.57001 -0.20481
H -3.97399 0.12877 -1.25443
H -3.91525 -0.49766 0.42302
H 3.85444 2.40945 1.96530
H 4.36689 0.07328 1.57520
H -1.38440 -0.20960 -1.53826
H 2.25107 2.08138 1.74851
H 2.71468 -1.17626 0.19197
H -1.48582 -1.33326 -0.11361
H -2.96384 -2.03060 -2.51814
*
```


Arrangement Q

The following is a DFT calculation (the ωB97M-V functional and the def2-TZVPD basis) of an isolated molecule of C4H11NS.

As for the structure (SMILES): CNCCCS. The frontier orbital gap comes out at 9.146 eV. The highest occupied orbital energy comes out at -0.305 Eh. The lowest unoccupied orbital energy comes out at 0.0316 hartree.

ORCA input file:
```
! RIJCOSX wB97M-V def2-TZVPD def2/J DEFGRID3
* xyz 0 1
S 1.64702 -0.82403 0.39389
N -1.61099 0.74802 0.30732
C -0.57916 1.24388 -0.53714
C -0.10508 0.19098 -1.52902
C 0.37235 -1.10097 -0.91960
C -1.67115 1.18344 1.67826
H 0.66893 0.59708 -2.18820
H -0.88209 2.10040 -1.13948
H -2.18658 2.13800 1.74600
H -0.65249 1.35982 2.06422
H 0.29523 1.57567 0.03114
H -2.11573 0.42958 2.31248
H 0.85251 -1.72150 -1.66256
H -1.95496 -0.18076 0.12164
H -0.42731 -1.65663 -0.45314
H -0.95645 -0.03086 -2.19521
H 1.26054 -1.84966 1.15852
*
```


Arrangement R

The following is a DFT calculation (the ωB97M-V functional and the def2-TZVPD basis) of an isolated molecule of C4H11NS.

As for the structure (SMILES): NCCCCS. The frontier orbital gap comes out at 9.951 eV. The highest occupied orbital energy comes out at -0.331 Eh. The lowest unoccupied orbital energy comes out at 0.0342 hartree.

ORCA input file:
```
! RIJCOSX wB97M-V def2-TZVPD def2/J DEFGRID3
* xyz 0 1
S -2.03536 0.61446 -0.50366
N 2.68678 0.07700 -0.25307
C 1.46363 -0.43693 -0.90439
C -0.93727 0.72021 0.93722
C -0.01538 -0.48792 1.20802
C 0.57878 -1.24219 0.04107
H 1.15820 -2.06888 0.45458
H 2.59609 1.06891 -0.07341
H 0.93180 0.38042 -1.38700
H -1.57422 0.83927 1.80397
H -1.25755 -0.07293 -1.33187
H -0.54828 -1.18660 1.85429
H 1.80004 -1.14664 -1.66826
H -0.31420 1.59782 0.80511
H 2.79741 -0.37894 0.64484
H 0.79320 -0.12667 1.86259
H -0.23245 -1.72256 -0.50590
*
```


Arrangement S

The following is a DFT calculation (the ωB97M-V functional and the def2-TZVPD basis) of an isolated molecule of C4H11NS.

As for the structure (SMILES): C[C@H](N)CCS. The frontier orbital gap comes out at 9.777 eV. The highest occupied orbital energy comes out at -0.327 Eh. The lowest unoccupied orbital energy comes out at 0.0323 hartree.

ORCA input file:
```
! RIJCOSX wB97M-V def2-TZVPD def2/J DEFGRID3
* xyz 0 1
S 0.92490 -2.54313 0.68481
N -0.82024 0.35934 1.41755
C -0.70505 0.10360 -0.02413
C 1.66956 -0.85650 0.44668
C -1.51575 1.20488 -0.94521
C 0.79982 0.06345 -0.34636
H -1.30229 1.08767 -1.96648
H 1.15214 1.10198 -0.05646
H 1.78378 -0.31802 1.47150
H -0.42090 1.33408 1.54589
H -1.01537 -1.01444 -0.11823
H -1.17483 2.34402 -0.68276
H 2.64970 -1.06268 -0.19661
H 0.85711 -0.18705 -1.42534
H -1.84776 0.64545 1.39600
H -2.59809 0.92552 -0.78331
H 1.56328 -3.18818 -0.41755
*
```


Most stable: arrangement R (next structure +7.1 kcal/mol)